1.
{
  "formula": "C16H17N",
  "method": "the ωB97M-V functional and the def2-TZVPD basis",
  "elements": ["C", "C", "C", "N", "C", "C", "C", "C", "C", "C", "H", "H", "H", "H", "H", "H", "H", "H", "H", "C", "C", "C", "C", "C", "C", "C", "H", "H", "H", "H", "H", "H", "H", "H"],
  "coordinates": [[0.56, 3.21, 1.37], [1.07, 2.38, 0.26], [1.65, 2.85, -0.86], [2.22, 1.78, -1.57], [2.04, 0.62, -0.82], [2.57, -0.65, -1.02], [2.50, -1.51, 0.08], [1.77, -1.16, 1.22], [0.93, -0.03, 1.23], [1.20, 0.94, 0.27], [0.18, 4.21, 1.08], [1.15, 3.39, 2.26], [-0.24, 2.60, 1.88], [1.76, 3.82, -1.27], [2.99, 1.77, -2.22], [2.92, -1.00, -1.99], [3.07, -2.43, 0.06], [1.67, -1.79, 2.08], [0.31, -0.04, 2.14], [-1.69, -3.48, 0.67], [-1.99, -2.11, 0.16], [-1.42, -1.45, -0.94], [-1.83, -0.15, -1.21], [-2.87, 0.50, -0.52], [-3.50, -0.17, 0.51], [-3.05, -1.46, 0.82], [-0.89, -3.92, 0.06], [-2.59, -4.11, 0.55], [-1.44, -3.59, 1.73], [-0.72, -1.91, -1.62], [-1.35, 0.48, -1.96], [-3.18, 1.49, -0.84], [-4.15, 0.31, 1.23], [-3.64, -2.08, 1.50]],
  "smiles": "Cc1c[nH]c2ccccc12.Cc1ccccc1",
  "lumo_energy_ev": 0.931,
  "homo_energy_ev": -7.7
}

2.
{
  "formula": "AlF4N3O11S4",
  "method": "the ωB97M-V functional and the def2-TZVPD basis",
  "elements": ["Al", "N", "S", "O", "O", "F", "S", "O", "O", "F", "N", "S", "O", "O", "F", "S", "O", "O", "F", "N", "O", "O", "O"],
  "coordinates": [[-0.77, 0.24, -1.52], [2.91, 1.70, -0.52], [3.96, 2.84, -0.65], [5.32, 2.52, -1.05], [3.96, 4.07, 0.19], [3.38, 3.38, -2.10], [3.82, 0.94, 0.78], [3.70, 1.57, 2.06], [4.92, 0.11, 0.43], [2.64, -0.18, 0.98], [-2.22, -1.07, 2.02], [-3.36, -0.41, 3.15], [-2.80, 0.04, 4.40], [-4.70, -0.98, 3.10], [-3.56, 1.00, 2.44], [-1.99, -2.15, 3.00], [-2.98, -3.20, 3.27], [-0.86, -2.05, 3.91], [-1.25, -2.92, 1.77], [-2.53, -1.36, -6.40], [-1.68, -2.07, -6.82], [-2.32, -0.74, -5.37], [-3.58, -1.28, -7.05]],
  "lumo_energy_ev": -8.856,
  "homo_energy_ev": -10.3
}

3.
{
  "formula": "C6H10",
  "method": "the ωB97M-V functional and the def2-TZVPD basis",
  "elements": ["C", "C", "C", "C", "C", "C", "H", "H", "H", "H", "H", "H", "H", "H", "H", "H"],
  "coordinates": [[1.46, 1.26, -0.41], [0.94, 0.82, 0.73], [-0.54, 0.44, 0.59], [-0.82, -0.87, 1.35], [-0.69, 0.16, -0.91], [-0.19, -0.93, -1.50], [0.77, 1.87, -0.95], [2.39, 1.03, -0.91], [1.54, 0.46, 1.56], [-1.26, 1.20, 0.93], [-1.04, -0.71, 2.41], [-1.66, -1.38, 0.88], [0.05, -1.53, 1.28], [-1.11, 0.95, -1.54], [0.34, -1.70, -0.93], [-0.19, -1.06, -2.58]],
  "smiles": "C=CC(C)C=C",
  "lumo_energy_ev": 1.207,
  "homo_energy_ev": -8.4
}

4.
{
  "formula": "C4H8NO3",
  "method": "the ωB97M-V functional and the def2-TZVPD basis",
  "elements": ["C", "C", "C", "O", "N", "C", "O", "O", "H", "H", "H", "H", "H", "H", "H", "H"],
  "coordinates": [[-0.11, 1.06, 0.15], [1.00, 0.11, -0.28], [2.38, 0.47, -0.05], [3.29, -0.37, -0.07], [-1.39, 0.72, -0.40], [-2.11, -0.43, 0.09], [-3.11, -0.77, -0.57], [-1.64, -0.92, 1.13], [0.11, 2.11, -0.05], [-0.26, 0.93, 1.22], [1.65, 0.61, -1.15], [0.62, -0.90, -0.22], [6.07, -0.51, 0.24], [2.47, 1.53, 0.27], [5.66, -0.01, 0.57], [-1.57, 0.90, -1.38]],
  "charge": -1,
  "lumo_energy_ev": 3.581,
  "homo_energy_ev": -4.3
}

5.
{
  "formula": "C31H42BrN3P2Re",
  "method": "the ωB97M-V functional and the def2-TZVPD basis",
  "elements": ["C", "C", "C", "C", "N", "C", "C", "C", "C", "C", "C", "C", "C", "C", "Re", "P", "H", "H", "H", "H", "H", "H", "H", "H", "C", "C", "H", "H", "H", "H", "H", "C", "C", "H", "H", "H", "H", "H", "C", "C", "H", "H", "H", "H", "H", "Br", "P", "C", "C", "H", "H", "H", "H", "H", "C", "C", "H", "H", "H", "H", "H", "C", "C", "H", "H", "H", "H", "H", "N", "C", "C", "C", "C", "N", "C", "C", "H", "H", "H", "H"],
  "coordinates": [[0.67, 4.59, -2.58], [0.36, 3.37, -3.19], [0.00, 3.32, -4.56], [-0.27, 4.56, -5.20], [-0.05, 5.69, -4.53], [0.34, 5.78, -3.26], [-0.03, 2.32, -2.22], [-1.39, 2.03, -1.96], [-1.99, 1.96, -0.69], [-1.02, 1.68, 0.38], [-1.41, 0.91, 1.59], [-2.76, 0.62, 1.83], [-3.66, 0.98, 0.80], [-3.35, 1.60, -0.39], [-0.19, 0.74, -1.26], [1.86, -0.18, -0.18], [-0.32, 2.37, -5.02], [0.85, 4.57, -1.49], [-0.70, 4.60, -6.24], [0.42, 6.76, -2.73], [-4.12, 1.70, -1.18], [-0.24, 2.43, 0.62], [-4.69, 0.77, 1.04], [-0.59, 0.63, 2.28], [1.89, -1.53, 1.06], [2.74, -2.79, 0.81], [0.85, -1.82, 1.24], [2.19, -1.05, 1.99], [2.54, -3.49, 1.64], [2.47, -3.36, -0.10], [3.82, -2.60, 0.81], [2.74, -0.77, -1.67], [3.01, 0.43, -2.56], [2.09, -1.49, -2.18], [3.65, -1.30, -1.38], [3.27, 0.10, -3.57], [2.10, 1.05, -2.67], [3.82, 1.06, -2.17], [3.11, 0.86, 0.69], [4.48, 0.20, 0.89], [2.65, 1.09, 1.66], [3.20, 1.80, 0.13], [5.20, 0.97, 1.22], [4.48, -0.54, 1.71], [4.90, -0.27, -0.02], [-3.32, -0.27, 3.40], [-1.50, -1.60, -1.35], [-0.18, -2.85, -0.70], [-0.19, -4.37, -0.87], [-0.31, -2.70, 0.37], [0.79, -2.45, -0.99], [0.84, -4.74, -1.04], [-0.54, -4.84, 0.08], [-0.84, -4.73, -1.69], [-2.95, -2.30, -0.39], [-4.17, -3.04, -1.00], [-3.31, -1.42, 0.16], [-2.52, -2.99, 0.36], [-4.84, -3.28, -0.16], [-4.75, -2.41, -1.69], [-3.94, -4.00, -1.47], [-2.33, -0.92, -2.90], [-2.56, -1.53, -4.29], [-1.74, -0.01, -3.23], [-3.22, -0.37, -2.54], [-2.80, -0.69, -4.96], [-1.67, -2.06, -4.65], [-3.43, -2.18, -4.22], [0.36, -0.37, 9.53], [0.54, 0.01, 8.44], [0.62, 0.39, 7.05], [-0.45, 1.08, 6.48], [-0.42, 1.28, 5.09], [0.54, 0.79, 4.31], [1.56, 0.12, 4.85], [1.62, -0.15, 6.22], [-1.34, 1.41, 7.04], [-1.19, 1.89, 4.60], [2.36, -0.21, 4.18], [2.38, -0.84, 6.61]],
  "s2": 3.9628,
  "charge": 4,
  "lumo_energy_ev": [-14.597, -15.478],
  "homo_energy_ev": [-18.0, -18.0],
  "spin_multiplicity": 4
}

6.
{
  "formula": "C3H6N2O2",
  "method": "the ωB97M-V functional and the def2-TZVPD basis",
  "elements": ["C", "C", "N", "C", "O", "N", "O", "H", "H", "H", "H", "H", "H"],
  "coordinates": [[-0.22, 0.60, 0.73], [0.86, -0.26, -0.60], [-0.13, 1.98, 0.58], [-1.46, -1.19, -0.27], [1.28, -1.55, -0.39], [-0.62, -0.18, -0.37], [1.50, 0.55, -1.25], [2.16, -1.60, -0.79], [-0.53, 0.25, 1.71], [0.40, 2.41, 1.32], [0.25, 2.24, -0.33], [-2.18, -1.20, 0.54], [-1.31, -2.07, -0.88]],
  "lumo_energy_ev": [0.323, 0.091],
  "homo_energy_ev": [-7.2, -7.2]
}

For reference, energy relative to the best compared isomer or geometry (same formula, charge and spin) by record: 123.6, 422.1, 247.4, 386.3, 350.4, 429.6 kJ/mol.